Density functional theory data (ωB97M-V/def2-TZVPD) for a molecular structure, C14H27N9O4PrS in a non-equilibrium geometry.

As for the multiplicity: 3. The calculation puts the LUMO energy (spin up / spin down) at -8.7 / -8.4 eV. Its net charge is +3. The value obtained for the HOMO energy (spin up / spin down) is -15.6623 / -15.6624 eV.

Structure (XYZ):
```
56
C14H27N9O4PrS (ωB97M-V/def2-TZVPD)
Pr -0.8817 0.3147 0.0934
N -1.8626 -1.4060 2.1506
C -0.5899 -2.1921 2.2171
C -0.0805 -2.4797 3.6377
C 1.4223 -2.8067 3.7542
C 1.7598 -4.2518 3.3139
N 3.0884 -4.4198 2.7229
C 4.2378 -4.5223 3.3922
N 4.2598 -4.4623 4.7183
N 5.3786 -4.6723 2.7194
C 0.2918 -1.2337 1.4169
O 0.4532 -0.0723 1.8864
O 0.5010 -1.4526 0.1903
H -1.8816 -0.7926 2.9624
H -2.6601 -2.0232 2.2728
H -0.7241 -3.1068 1.6420
H -0.6434 -3.3173 4.0538
H -0.2966 -1.6074 4.2572
H 1.7065 -2.6628 4.7965
H 2.0130 -2.0983 3.1689
H 1.0482 -4.5942 2.5644
H 1.6608 -4.9390 4.1554
H 3.1377 -4.4536 1.7183
H 3.4180 -4.3968 5.2634
H 5.1148 -4.6297 5.2245
H 5.3851 -4.8172 1.7243
H 6.2515 -4.8196 3.1993
N 1.1336 2.2513 0.4837
N 1.3600 3.2632 -0.4512
C 0.7023 3.3179 -1.6206
N 0.9845 4.3095 -2.4410
S -0.4626 2.1557 -2.0815
H 1.0014 2.6755 1.3965
H 1.9572 1.6625 0.5536
H 2.0541 3.9653 -0.2353
H 1.6748 5.0160 -2.2295
H 0.5049 4.3862 -3.3244
O -3.5170 1.6709 -6.8589
C -4.6501 1.1714 -6.2036
N -4.1052 0.3792 -5.1090
C -4.8785 -0.1124 -4.1291
O -6.0767 0.0350 -4.0361
C -4.1551 -0.8946 -3.0485
C -4.5956 -2.1633 -2.6901
C -3.9853 -2.8019 -1.6210
C -3.0069 -2.1361 -0.9134
N -2.5952 -0.8896 -1.2191
C -3.1630 -0.3011 -2.2933
H -3.7537 1.9714 -7.7414
H -5.2672 0.5400 -6.8487
H -5.2775 1.9633 -5.7860
H -3.1249 0.1658 -5.1999
H -5.3997 -2.6312 -3.2438
H -4.2852 -3.7993 -1.3318
H -2.5174 -2.6112 -0.0751
H -2.8249 0.6971 -2.5552
```

***

Density functional theory data (ωB97M-V/def2-TZVPD) for C4H7N3O2 in the gas phase in a non-equilibrium geometry.

As for the SMILES: [H]/N=C1\C[C@]1(N)OC(N)=O. The calculation puts the LUMO energy at 0.8 eV. The value obtained for the HOMO energy is -8.6315 eV.

Structure (XYZ):
```
16
C4H7N3O2 (ωB97M-V/def2-TZVPD)
H -1.0990 3.0213 0.0197
N -0.8958 2.1957 -0.5486
C -0.7299 1.1429 0.0948
C -0.9171 0.3915 1.3628
C -0.7197 -0.3702 0.0586
N -1.7909 -1.1365 -0.4758
O 0.4820 -1.0470 -0.1803
C 1.6196 -0.2888 -0.1568
N 2.6332 -0.9909 -0.7185
O 1.7613 0.7661 0.4047
H -0.0994 0.3668 2.0677
H -1.8964 0.3616 1.8240
H -1.6508 -1.3186 -1.4636
H -2.6798 -0.6728 -0.3375
H 3.5431 -0.5682 -0.7558
H 2.4396 -1.8530 -1.1953
```

***

Density functional theory data (ωB97M-V/def2-TZVPD) for a molecular structure, CH19MnO15P in a non-equilibrium geometry.

As for the multiplicity: 7. The calculation puts the LUMO energy (spin up / spin down) at 1.2 / 0.9 eV. Its net charge is -1. The value obtained for the HOMO energy (spin up / spin down) is -3.0712 / -3.3421 eV.

Structure (XYZ):
```
37
CH19MnO15P (ωB97M-V/def2-TZVPD)
O 1.5740 -2.2832 0.1150
H 0.9351 -2.8522 -0.3205
H 1.3396 -2.0372 1.0128
H 2.4485 -2.6790 0.1246
O -2.7997 -2.3715 -0.3279
H -3.6645 -2.3475 0.0881
H -2.3970 -3.2098 -0.0896
H -2.2549 -1.7015 0.0915
O -1.2643 -1.2216 -2.6856
H -0.6781 -1.9337 -2.4195
H -1.0429 -0.5147 -2.0750
H -0.9736 -0.9105 -3.5460
Mn -0.2729 -0.2215 2.7448
C -0.5594 0.3280 0.2308
O -1.0923 -0.6502 0.7522
O 0.1335 0.9702 1.0826
O -0.7060 0.6197 -0.9434
P 0.9426 -2.6991 3.5321
O 1.1282 -1.5876 2.4694
O 0.6406 -4.0683 2.9559
O -0.3550 -1.9852 3.9900
O 1.9126 -2.3575 4.7270
O 0.4567 3.1943 -1.6517
H 0.2779 2.5041 -1.0130
H 0.9649 3.8444 -1.1667
O 1.9563 1.3419 -3.3306
H 1.6305 1.2082 -2.4405
H 2.8720 1.0651 -3.2951
O -0.0874 3.7844 1.1800
H 0.7245 4.0604 1.6053
H -0.1797 2.8612 1.4153
O 2.4962 2.0391 0.1065
H 2.8748 1.2209 -0.2150
H 1.7055 1.7703 0.5742
O -3.1186 2.4437 -0.8211
H -2.1763 2.2792 -0.7862
H -3.3914 2.0968 -1.6705
```

***

Calculated energy relative to the best compared isomer or geometry (same formula, charge and spin) in order - 14.44, 48.77, 76.69 kcal/mol
Calculated energy in order - -2257.91026, -471.32532, -2670.43468 Eh